Entry from the Open Molecules 2025 dataset: the molecule C4H8N2S2 (ωB97M-V with the def2-TZVPD basis set).

Geometry as ORCA input:
```
! wB97M-V def2-TZVPD RIJCOSX def2/J DEFGRID3
* xyz 0 1
C 1.28 -1.55 -1.37
C 0.29 -0.86 -0.45
C -0.60 0.19 -1.15
C -0.94 1.28 1.53
H 1.95 -2.13 -0.72
H 0.86 -2.22 -2.17
H 1.91 -0.76 -1.85
H -0.27 -1.70 0.02
H 0.10 0.89 -1.68
H -1.27 -0.22 -1.95
H -1.93 2.89 2.00
H 0.29 0.49 2.88
N -1.23 2.23 2.31
N 0.05 0.38 1.88
S -1.76 1.11 -0.06
S 1.27 -0.03 0.80
*
```

Values from the calculation:
- LUMO (Eh) = 0.0260
- HOMO level (Ha) = -0.314
- orbital gap (eV) = 9.249
- SMILES = [H]/N=C1/NS[C@H](C)CS1

---

Entry from the Open Molecules 2025 dataset: the molecule C4H8N2S2 (ωB97M-V with the def2-TZVPD basis set).

Geometry as ORCA input:
```
! wB97M-V def2-TZVPD RIJCOSX def2/J DEFGRID3
* xyz 0 1
C -1.26 -1.79 -1.17
C -0.73 0.35 0.07
C 1.36 1.02 0.83
C 2.79 1.30 0.45
H -0.06 -1.99 -1.12
H -1.89 -1.52 -2.23
H -1.69 -2.80 -0.69
H -3.77 -0.59 0.96
H -1.03 1.42 0.22
H 3.58 0.55 0.40
H 3.27 2.09 1.12
H 2.79 1.51 -0.66
N -1.64 -0.69 -0.27
N 0.51 0.19 0.11
S -3.31 -0.22 -0.44
S 1.08 1.17 2.42
*
```

Values from the calculation:
- LUMO (Eh) = 0.0008
- HOMO level (Ha) = -0.302
- orbital gap (eV) = 8.249
- SMILES = CC(=S)/N=C/N(C)S

---

Entry from the Open Molecules 2025 dataset: the ion C4H8N3 with charge +1 (ωB97M-V with the def2-TZVPD basis set).

Geometry as ORCA input:
```
! wB97M-V def2-TZVPD RIJCOSX def2/J DEFGRID3
* xyz 1 1
C 0.56 -1.49 0.00
C -0.08 0.67 0.03
C 2.36 0.24 -0.01
C -2.60 0.41 0.00
N 0.97 -0.17 0.01
N -0.65 -1.78 -0.01
N -1.24 0.14 0.06
H 1.33 -2.26 -0.01
H 0.09 1.74 0.03
H 2.88 -0.10 0.88
H 2.42 1.33 -0.05
H 2.86 -0.17 -0.89
H -2.78 1.48 -0.10
H -3.04 -0.11 -0.86
H -3.09 0.04 0.91
*
```

Values from the calculation:
- LUMO (alpha / beta) (Eh) = -0.2047 / -0.2047
- HOMO level (alpha / beta) (Ha) = -0.551 / -0.551
- orbital gap (alpha / beta) (eV) = 9.430 / 9.431

---

Entry from the Open Molecules 2025 dataset: the ion C4H8N3 with charge +1 (ωB97M-V with the def2-TZVPD basis set).

Geometry as ORCA input:
```
! wB97M-V def2-TZVPD RIJCOSX def2/J DEFGRID3
* xyz 1 3
C -1.69 0.98 0.11
C 0.52 0.68 -0.41
C 1.73 0.54 -1.27
C -0.22 -1.74 1.52
N -1.57 0.05 0.93
N -0.61 1.19 -0.72
N -0.50 -0.40 1.35
H -2.61 1.47 -0.23
H 1.36 0.66 -2.35
H 2.36 1.36 -1.10
H 2.37 -0.34 -1.09
H -0.02 -1.79 2.58
H -1.08 -2.38 1.26
H 0.63 -2.01 1.04
H -0.66 1.73 -1.61
*
```

Values from the calculation:
- LUMO (alpha / beta) (Eh) = -0.1748 / -0.2480
- HOMO level (alpha / beta) (Ha) = -0.456 / -0.519
- orbital gap (alpha / beta) (eV) = 7.647 / 7.377

---

Entry from the Open Molecules 2025 dataset: the ion C4H8N3O with charge +1 (ωB97M-V with the def2-TZVPD basis set).

Geometry as ORCA input:
```
! wB97M-V def2-TZVPD RIJCOSX def2/J DEFGRID3
* xyz 1 1
C 3.61 0.54 0.91
C 2.19 -0.45 -0.30
C -1.54 0.09 0.43
C 0.57 -0.65 -0.83
N 2.35 0.30 0.80
N 3.34 -0.71 -0.89
N -0.10 0.25 0.10
O 4.23 -0.04 -0.12
H 4.16 1.00 1.79
H -1.41 -0.88 0.88
H -1.81 0.90 1.17
H -2.21 0.02 -0.37
H 0.35 -0.44 -1.90
H 0.52 -1.66 -0.63
H 0.09 1.19 -0.41
H 0.28 0.39 1.01
*
```

Values from the calculation:
- LUMO (Eh) = -0.1286
- HOMO level (Ha) = -0.547
- orbital gap (eV) = 11.395
- SMILES = C[NH2+]Cc1ncon1

---

Entry from the Open Molecules 2025 dataset: a cluster of 2 separate species, C4H8N3O in total (ωB97M-V with the def2-TZVPD basis set).

Geometry as ORCA input:
```
! wB97M-V def2-TZVPD RIJCOSX def2/J DEFGRID3
* xyz 1 3
C -0.71 -1.25 -0.49
C 0.59 0.62 -0.86
C 0.73 -0.76 1.25
C -1.49 0.97 0.92
N -1.33 -2.08 -0.98
N 1.04 0.15 -1.99
N -0.06 -0.30 0.14
O 0.67 1.77 -0.55
H 0.18 -0.78 2.20
H 1.28 -1.63 1.05
H 1.43 0.07 1.33
H -2.23 0.28 1.16
H -1.02 1.59 1.67
H -1.58 1.47 -0.08
H 1.02 -0.90 -2.25
H 1.49 0.77 -2.53
*
```

Values from the calculation:
- LUMO (alpha / beta) (Eh) = -0.1350 / -0.3760
- HOMO level (alpha / beta) (Ha) = -0.449 / -0.587
- orbital gap (alpha / beta) (eV) = 8.539 / 5.741

---

Entry from the Open Molecules 2025 dataset: a cluster of 2 separate species, C4H8N3O2 in total (ωB97M-V with the def2-TZVPD basis set).

Geometry as ORCA input:
```
! wB97M-V def2-TZVPD RIJCOSX def2/J DEFGRID3
* xyz -1 1
C -0.20 0.82 -0.60
C -3.04 -1.08 0.04
C 3.16 0.83 -0.08
C 0.86 0.81 0.38
N 0.53 -0.22 -0.62
N -3.64 1.19 -0.04
N -2.73 0.32 -0.12
O -4.86 0.86 0.20
O 2.01 1.60 0.15
H -2.20 -1.66 -0.36
H -3.20 -1.33 1.09
H -3.97 -1.34 -0.50
H 3.57 0.42 0.86
H 3.90 1.48 -0.54
H 2.93 -0.01 -0.75
H 0.70 0.58 1.43
H -1.05 1.30 -1.02
*
```

Values from the calculation:
- LUMO (Eh) = 0.1256
- HOMO level (Ha) = -0.114
- orbital gap (eV) = 6.519

---

Entry from the Open Molecules 2025 dataset: a cluster of 2 separate species, C4H8N3OS in total (ωB97M-V with the def2-TZVPD basis set).

Geometry as ORCA input:
```
! wB97M-V def2-TZVPD RIJCOSX def2/J DEFGRID3
* xyz 1 1
C 1.62 1.14 0.15
C 1.96 -0.23 0.27
C -0.27 0.00 -0.40
C 3.16 -0.81 0.82
N 0.80 -0.88 -0.14
N 0.29 1.22 -0.21
N -4.32 -0.14 -1.18
O -3.89 0.61 1.05
S -3.78 -0.61 0.32
H 2.24 1.95 0.24
H 2.96 -0.82 1.84
H 3.24 -1.73 0.33
H 4.12 -0.26 0.58
H 0.50 -1.81 -0.20
H -0.22 2.05 -0.29
H -3.89 -0.55 -2.00
H -4.53 0.86 -1.19
*
```

Values from the calculation:
- LUMO (alpha / beta) (Eh) = -0.2650 / -0.2649
- HOMO level (alpha / beta) (Ha) = -0.426 / -0.426
- orbital gap (alpha / beta) (eV) = 4.377 / 4.378

---

Entry from the Open Molecules 2025 dataset: a cluster of 2 separate species, C4H8N3S in total (ωB97M-V with the def2-TZVPD basis set).

Geometry as ORCA input:
```
! wB97M-V def2-TZVPD RIJCOSX def2/J DEFGRID3
* xyz 1 1
C -1.77 -0.96 -0.54
C 1.02 -1.05 1.48
C 2.28 -0.60 -0.41
C -2.23 1.45 -0.04
N 0.29 0.66 0.00
N 1.00 -0.36 0.42
N -1.57 0.19 -0.37
S 0.69 -1.87 2.75
H -1.18 -1.75 -0.71
H 2.84 -1.51 -0.12
H 1.93 -0.58 -1.53
H 2.95 0.25 -0.32
H -1.99 1.58 0.96
H -3.34 1.40 -0.24
H -1.78 2.27 -0.54
H 0.87 0.87 -0.79
*
```

Values from the calculation:
- LUMO (Eh) = -0.1899
- HOMO level (Ha) = -0.443
- orbital gap (eV) = 6.883

---

Entry from the Open Molecules 2025 dataset: the molecule C4H8N4 (ωB97M-V with the def2-TZVPD basis set).

Geometry as ORCA input:
```
! wB97M-V def2-TZVPD RIJCOSX def2/J DEFGRID3
* xyz 0 1
C -0.47 -1.22 0.66
C 0.85 0.40 -0.48
N -1.11 -2.27 0.04
N 1.87 1.21 -0.88
C 0.86 -0.77 0.16
C -0.65 1.00 -0.51
N -0.91 -0.82 1.82
N -0.94 2.20 -0.15
H -2.04 -2.40 0.43
H -1.11 -2.25 -0.97
H 2.04 1.97 -0.23
H 1.66 1.63 -1.79
H -0.21 -0.26 2.31
H -0.18 2.57 0.43
H 1.72 -1.42 0.25
H -1.38 0.42 -1.09
*
```

Values from the calculation:
- LUMO (Eh) = 0.0193
- HOMO level (Ha) = -0.347
- orbital gap (eV) = 9.973
- SMILES = [H]\N=C/C(N)=C\C(N)=N/[H]

---

Entry from the Open Molecules 2025 dataset: the molecule C4H8N4 (ωB97M-V with the def2-TZVPD basis set).

Geometry as ORCA input:
```
! wB97M-V def2-TZVPD RIJCOSX def2/J DEFGRID3
* xyz 0 1
C 0.53 -1.15 0.99
C -0.14 0.19 0.43
C -1.21 0.07 -0.74
C 0.10 1.90 -0.91
H 2.31 -1.93 1.18
H 2.29 -0.26 0.92
H 0.15 -3.01 1.19
H -0.81 0.70 1.19
H -0.89 -0.57 -1.60
H -2.10 -0.37 -0.33
H -1.62 1.99 -1.90
H 0.30 2.76 -1.70
N 1.78 -1.10 1.53
N -0.33 -2.08 0.89
N -1.16 1.52 -1.10
N 0.78 1.34 -0.03
*
```

Values from the calculation:
- LUMO (Eh) = 0.0317
- HOMO level (Ha) = -0.329
- orbital gap (eV) = 9.814
- SMILES = [H]/N=C(\N)[C@@H]1CNC=N1

---

Entry from the Open Molecules 2025 dataset: the molecule C4H8N4 (ωB97M-V with the def2-TZVPD basis set).

Geometry as ORCA input:
```
! wB97M-V def2-TZVPD RIJCOSX def2/J DEFGRID3
* xyz 0 1
C -0.13 -1.39 -0.37
C 1.50 0.94 -0.20
C 0.13 1.44 0.37
C -1.48 -1.01 0.19
H -0.01 -0.88 -1.28
H -0.25 -2.45 -0.70
H 1.61 -1.98 0.30
H 2.21 1.69 -0.49
H 0.04 1.04 1.42
H 0.20 2.54 0.40
H -1.68 1.94 -0.26
H -2.15 -1.79 0.56
N 1.05 -1.16 0.41
N 1.99 -0.20 -0.05
N -1.09 1.11 -0.42
N -1.92 0.17 0.12
*
```

Values from the calculation:
- LUMO (Eh) = 0.0376
- HOMO level (Ha) = -0.317
- orbital gap (eV) = 9.640
- SMILES = C1=N\NC/C=N\NC/1

---

Entry from the Open Molecules 2025 dataset: the molecule C4H8N4 (ωB97M-V with the def2-TZVPD basis set).

Geometry as ORCA input:
```
! wB97M-V def2-TZVPD RIJCOSX def2/J DEFGRID3
* xyz 0 1
C -0.64 0.97 -0.79
C -1.44 -0.23 -0.16
C 0.60 1.31 0.07
C -0.70 -2.31 0.75
N 4.00 0.56 -0.03
N 2.89 0.66 -0.13
N -0.54 -1.35 -0.11
N 1.71 0.46 -0.27
H -0.37 0.52 -1.79
H -1.26 1.85 -0.87
H -1.80 0.10 0.83
H -2.33 -0.60 -0.65
H 0.93 2.30 -0.28
H 0.26 1.25 1.06
H -1.43 -2.41 1.55
H 0.11 -3.08 0.84
*
```

Values from the calculation:
- LUMO (Eh) = 0.0360
- HOMO level (Ha) = -0.338
- orbital gap (eV) = 10.179

---

Entry from the Open Molecules 2025 dataset: the molecule C4H8N4 (ωB97M-V with the def2-TZVPD basis set).

Geometry as ORCA input:
```
! wB97M-V def2-TZVPD RIJCOSX def2/J DEFGRID3
* xyz 0 1
C -0.02 0.97 0.81
C 1.16 0.45 0.15
C 0.60 -0.59 -0.61
C -0.76 -0.84 -0.32
H 0.46 2.96 1.30
H 0.35 1.91 2.63
H 2.12 0.98 -0.07
H 2.09 -1.75 -0.78
H 1.89 -0.44 -1.89
H -1.83 -1.81 -1.84
H -2.29 -2.12 -0.33
H -1.95 0.60 0.83
N -0.24 2.16 1.74
N 1.38 -1.27 -1.35
N -1.86 -1.42 -0.88
N -1.08 0.22 0.61
*
```

Values from the calculation:
- LUMO (Eh) = 0.0350
- HOMO level (Ha) = -0.260
- orbital gap (eV) = 8.026
- SMILES = Nc1cc(N)c(N)[nH]1

---

Entry from the Open Molecules 2025 dataset: a structure of composition C4H8N4 (ωB97M-V with the def2-TZVPD basis set).

Geometry as ORCA input:
```
! wB97M-V def2-TZVPD RIJCOSX def2/J DEFGRID3
* xyz 0 1
C -0.30 0.44 -0.15
C 0.82 0.85 0.95
C 1.31 0.50 -0.39
C -0.70 -1.09 0.01
H -1.85 1.97 0.72
H -1.18 2.28 -1.25
H 0.85 0.11 1.81
H 0.75 1.89 0.99
H 1.90 0.99 -1.25
H 1.39 -0.97 -1.49
H 0.74 -2.82 0.76
H -2.80 -1.18 0.01
N -1.39 1.35 -0.34
N 1.64 -0.92 -0.52
N 0.65 -1.66 0.24
N -1.83 -1.75 -0.10
*
```

Values from the calculation:
- LUMO (Eh) = 0.0206
- HOMO level (Ha) = -0.323
- orbital gap (eV) = 9.337

---

Entry from the Open Molecules 2025 dataset: the molecule C4H8N4 (ωB97M-V with the def2-TZVPD basis set).

Geometry as ORCA input:
```
! wB97M-V def2-TZVPD RIJCOSX def2/J DEFGRID3
* xyz 0 1
C 1.31 -0.60 -0.08
C -1.23 -0.64 -0.38
C -2.44 -0.26 -0.03
C 0.01 1.54 -0.07
H 1.96 -2.32 0.55
H 0.55 -1.78 1.41
H 2.46 0.69 -0.91
H -1.02 -1.55 -0.94
H -3.34 -0.86 -0.40
H -2.52 0.55 0.67
H -0.98 1.93 -0.40
H 0.86 3.16 0.42
N 1.07 -1.84 0.52
N 2.38 -0.29 -0.64
N -0.04 0.11 -0.12
N 0.99 2.15 0.40
*
```

Values from the calculation:
- LUMO (Eh) = 0.0333
- HOMO level (Ha) = -0.321
- orbital gap (eV) = 9.650
- SMILES = [H]/N=C(/N)N(C=C)/C=N/[H]

---

Total energy in a.u., matching the order above: -1063.0753 -1062.9711 -321.1446 -321.0089 -396.3712 -396.1915 -471.8279 -794.5406 -719.1693 -376.1765 -376.1739 -376.1212 -376.1099 -376.1486 -375.9710 -376.1974
ΔE to the lowest compared entry with this formula, charge and spin in kcal per mole, matching the order above: 12.8 78.2 92.1 51.5 103.6 83.8 64.1 97.0 176.7 45.2 46.8 79.9 86.9 62.6 174.1 32.0